[1]
13
Properties=species:S:1:pos:R:3 method="wB97M-V/def2-TZVPD" homo_lumo_gap_ha=0.3138 e_homo_ev=-9.04 charge=0 e_tot_ha=-344.32042 e_above_lowest_ev=7.660
O -0.47 -1.45 2.55
C -1.24 0.64 -0.87
C 0.17 1.13 -0.95
C 1.16 0.14 -0.30
C 0.22 -0.58 0.61
O 0.52 -0.92 1.78
C -1.17 -0.54 0.06
H 0.09 2.04 -0.32
H 0.44 1.51 -1.94
H 2.00 0.59 0.23
H 1.56 -0.55 -1.05
H -1.94 -0.62 0.83
H -1.34 -1.39 -0.62



[2]
35
Properties=species:S:1:pos:R:3 method="wB97M-V/def2-TZVPD" homo_lumo_gap_ha=0.2876 e_homo_ev=-11.74 charge=+1 e_tot_ha=-807.99352
C 0.07 -0.03 -0.54
C 1.06 1.13 -0.62
C 2.34 0.89 -1.09
C 3.25 1.93 -1.22
C 2.89 3.23 -0.84
C 1.62 3.48 -0.30
C 0.71 2.41 -0.16
C -1.39 0.20 -0.19
C -1.85 -0.90 0.55
C -3.20 -0.99 0.92
C -4.07 0.03 0.53
C -3.58 1.15 -0.19
C -2.23 1.23 -0.53
C -0.72 -1.79 0.86
C 0.44 -1.25 0.32
C 1.69 -1.74 0.68
C 1.75 -2.92 1.45
C 0.56 -3.51 1.93
C -0.68 -2.94 1.67
H 2.62 -0.13 -1.35
H 4.24 1.72 -1.60
H 3.61 4.04 -0.92
H 1.33 4.49 0.03
H -0.28 2.58 0.29
H -3.53 -1.85 1.53
H -5.14 -0.01 0.82
H -4.28 1.93 -0.46
H -1.85 2.06 -1.11
H 2.60 -1.24 0.34
H 2.72 -3.35 1.69
H 0.65 -4.40 2.54
H -1.61 -3.32 2.09
O 0.03 -0.58 -2.03
H 0.03 -1.53 -2.28
H 0.23 -0.01 -2.82



[3]
16
Properties=species:S:1:pos:R:3 method="wB97M-V/def2-TZVPD" homo_lumo_gap_ha=0.3182 e_homo_ev=-8.99 charge=0 e_tot_ha=-1066.79629 e_above_lowest_ev=3.676
C 1.23 0.30 -1.67
C 1.77 0.21 -0.50
C 1.13 0.30 0.87
C -0.43 0.59 0.76
C -1.00 -0.79 0.65
O -0.28 -0.91 -3.35
S -2.83 -0.73 0.75
S 0.34 0.39 -3.04
H -2.98 0.46 0.16
H 2.90 -0.02 -0.25
H 1.36 -0.58 1.33
H 1.76 1.10 1.47
H -0.67 1.14 1.78
H -0.71 1.18 -0.14
H -0.78 -1.33 -0.31
H -0.81 -1.30 1.49



[4]
59
Properties=species:S:1:pos:R:3 method="wB97M-V/def2-TZVPD" homo_lumo_gap_ha="0.2766 / 0.2770" s2=3.754 e_homo_ev="-5.29 / -5.31" multiplicity=4 charge=-1 e_tot_ha=-3892.99359 e_above_lowest_ev=0.706
Nd 10.37 12.45 10.21
O 9.81 10.42 6.41
C 10.43 9.24 6.69
C 10.12 8.14 5.82
C 10.80 6.95 5.89
C 11.86 6.75 6.80
C 12.06 7.73 7.71
C 11.41 8.98 7.68
C 11.63 10.01 8.73
O 11.12 11.16 8.49
N 12.31 9.72 9.83
N 12.34 10.76 10.71
C 13.46 11.34 10.94
S 13.64 12.34 12.34
C 15.06 13.19 11.63
C 15.94 12.20 10.98
S 14.92 11.08 9.96
H 10.04 11.04 7.11
H 9.29 8.27 5.12
H 10.56 6.17 5.21
H 12.35 5.78 6.83
H 12.85 7.67 8.44
H 15.48 13.82 12.44
H 14.63 13.88 10.88
H 16.41 11.58 11.71
H 16.69 12.60 10.29
C 8.78 15.73 7.27
C 7.80 15.15 8.30
O 6.46 15.63 7.97
P 8.12 15.43 10.02
O 8.10 17.00 10.32
O 6.79 14.96 10.78
O 9.38 14.74 10.44
P 7.49 13.29 8.13
O 7.25 13.35 6.55
O 6.26 13.03 8.89
O 8.75 12.50 8.46
H 9.09 16.76 7.49
H 8.23 15.76 6.33
H 9.68 15.15 7.03
H 5.84 15.11 8.53
H 8.93 17.53 10.13
H 6.46 14.12 10.25
H 7.99 12.92 6.08
O 8.83 13.14 14.35
C 8.51 12.21 13.63
C 7.69 11.05 14.10
C 7.57 10.13 12.90
C 8.42 10.94 11.83
O 8.67 10.66 10.63
N 8.94 12.04 12.38
H 6.67 11.36 14.46
H 8.16 10.62 14.98
H 6.54 9.95 12.52
H 7.98 9.10 12.98
F 11.19 14.60 8.64
C 12.10 14.36 9.73
F 13.35 14.14 9.07
H 12.23 15.34 10.19



[5]
35
Properties=species:S:1:pos:R:3 method="wB97M-V/def2-TZVPD" homo_lumo_gap_ha="0.3644 / 0.2133" s2=6.042 e_homo_ev="-19.62 / -20.73" multiplicity=5 charge=+3 e_tot_ha=-1235.21614 e_above_lowest_ev=0.000
Pd -0.05 -0.43 -0.10
C 0.36 0.31 3.67
O 0.97 0.15 2.34
C 2.32 0.22 2.25
C 2.83 -1.01 1.30
O 2.13 -1.02 0.11
C 2.85 -0.62 -1.12
C 1.92 -0.94 -2.26
O 0.66 -0.25 -2.12
C 0.59 1.07 -2.76
H 1.02 -0.13 4.42
H -0.61 -0.15 3.63
H 0.29 1.39 3.82
H 2.84 0.23 3.21
H 2.60 1.08 1.60
H 2.60 -1.90 1.89
H 3.91 -0.87 1.18
H 3.77 -1.21 -1.18
H 3.10 0.45 -1.03
H 1.69 -2.00 -2.28
H 2.38 -0.67 -3.21
H 1.03 0.98 -3.75
H 1.11 1.81 -2.17
H -0.47 1.30 -2.86
S -1.69 -2.22 -0.42
C -2.74 -0.90 -0.40
C -4.14 -0.97 -0.56
C -4.85 0.22 -0.54
C -4.16 1.41 -0.37
C -2.76 1.40 -0.22
N -2.07 0.28 -0.23
H -4.62 -1.93 -0.70
H -5.93 0.22 -0.67
H -4.68 2.36 -0.36
H -2.22 2.33 -0.09



[6]
16
Properties=species:S:1:pos:R:3 method="wB97M-V/def2-TZVPD" homo_lumo_gap_ha=0.3684 e_homo_ev=-10.09 charge=0 e_tot_ha=-586.45528 e_above_lowest_ev=0.583
C 0.92 1.26 0.22
C -0.33 1.91 -0.24
C 0.98 -0.08 0.19
C -0.85 -0.77 -0.75
C -1.82 0.16 -0.11
C 1.81 -1.26 0.55
N -1.52 1.52 -0.33
F -0.95 -2.04 -0.29
F -3.17 0.03 -0.46
F -1.86 -0.09 1.31
H 1.65 1.95 0.66
H -0.30 2.93 -0.65
H -0.92 -0.60 -1.82
H 1.42 -2.22 0.28
H 2.26 -1.33 1.56
H 2.68 -1.36 -0.13